1.
{
  "formula": "C6H10O",
  "method": "the ωB97M-V functional and the def2-TZVPD basis",
  "de_lowest_kj_mol": 71.3,
  "largest_force_ev_per_a": 0.54,
  "charge": 0,
  "lumo_energy_ha": 0.039,
  "homo_energy_ev": -9.7,
  "elements": ["C", "C", "C", "C", "C", "C", "O", "H", "H", "H", "H", "H", "H", "H", "H", "H", "H"],
  "xyz": [[-2.0657, -0.2914, 0.1851], [-1.1155, 0.7798, -0.3032], [-0.0165, 1.3079, 0.5798], [0.3287, 0.4648, -0.6142], [0.9402, -0.9036, -0.3972], [2.3443, -0.8040, 0.1714], [3.0004, 0.2092, 0.1972], [-2.9394, 0.1250, 0.7001], [-1.5779, -0.9773, 0.8851], [-2.4268, -0.8847, -0.6615], [-1.5832, 1.4987, -0.9775], [0.1876, 2.3719, 0.5687], [0.0751, 0.8321, 1.5554], [0.7606, 1.0149, -1.4444], [0.9919, -1.4889, -1.3315], [0.3350, -1.5119, 0.2889], [2.7612, -1.7425, 0.5979]],
  "atomic_forces_ev_per_a": [[0.023, -0.093, -0.032], [-0.142, -0.114, -0.078], [-0.338, -0.050, 0.170], [0.128, 0.076, -0.132], [-0.053, 0.203, 0.077], [0.132, 0.210, 0.016], [-0.301, -0.449, -0.045], [0.195, 0.039, -0.109], [-0.093, 0.117, -0.059], [-0.030, 0.009, 0.113], [0.170, -0.116, 0.161], [0.125, -0.147, -0.012], [0.031, 0.127, -0.136], [-0.047, -0.092, 0.057], [0.040, 0.151, 0.202], [0.204, 0.082, -0.072], [-0.043, 0.046, -0.123]],
  "nbo_charge": [-0.607, -0.219, -0.412, -0.228, -0.518, 0.447, -0.517, 0.216, 0.198, 0.208, 0.213, 0.223, 0.205, 0.225, 0.238, 0.224, 0.103]
}

=====

2.
{
  "formula": "C25H27N3O4S",
  "method": "the ωB97M-V functional and the def2-TZVPD basis",
  "de_lowest_kj_mol": 225.4,
  "largest_force_ev_per_a": 1.17,
  "charge": 0,
  "lumo_energy_ha": 0.021,
  "homo_energy_ev": -8.0,
  "elements": ["C", "C", "C", "O", "C", "C", "C", "C", "C", "N", "N", "C", "O", "C", "C", "C", "C", "N", "C", "C", "C", "C", "C", "C", "C", "S", "C", "O", "O", "C", "C", "C", "C", "H", "H", "H", "H", "H", "H", "H", "H", "H", "H", "H", "H", "H", "H", "H", "H", "H", "H", "H", "H", "H", "H", "H", "H", "H", "H", "H"],
  "xyz": [[-6.3984, -1.1938, -1.6591], [-5.8273, -1.5140, -0.2778], [-6.1721, -2.9389, 0.1436], [-4.4069, -1.4387, -0.2876], [-3.7724, -0.2446, -0.2638], [-4.3799, 1.0042, -0.1487], [-3.6070, 2.1494, -0.1182], [-2.2181, 2.0878, -0.2004], [-1.4242, 3.2944, -0.1728], [-0.1563, 3.2271, -0.2443], [0.6021, 4.3289, -0.2217], [1.9716, 4.2627, -0.1952], [2.6354, 5.2668, -0.0447], [2.5166, 2.8873, -0.3313], [3.4593, 2.4350, 0.5841], [3.9108, 1.1321, 0.5424], [3.4462, 0.2488, -0.4348], [3.8868, -1.0767, -0.4479], [4.1253, -1.7426, 0.8206], [2.9607, -1.5721, 1.7627], [3.1661, -1.3049, 3.1085], [2.0891, -1.1229, 3.9590], [0.7978, -1.1929, 3.4668], [0.5855, -1.4605, 2.1245], [1.6607, -1.6556, 1.2770], [3.6585, -2.0578, -1.7911], [4.6793, -1.2188, -3.0242], [4.2653, -3.3179, -1.4866], [2.2951, -2.0801, -2.2357], [2.5489, 0.7253, -1.3907], [2.0841, 2.0238, -1.3312], [-1.6116, 0.8297, -0.3131], [-2.3745, -0.3103, -0.3467], [-7.4834, -1.2467, -1.6342], [-6.0249, -1.9139, -2.3831], [-6.1011, -0.1987, -1.9815], [-6.2298, -0.8135, 0.4683], [-5.7544, -3.1493, 1.1245], [-7.2500, -3.0671, 0.1805], [-5.7516, -3.6434, -0.5688], [-5.4523, 1.1005, -0.0805], [-4.0951, 3.1101, -0.0304], [-1.9559, 4.2512, -0.0893], [0.1764, 5.2544, -0.1120], [3.8191, 3.1088, 1.3468], [4.6207, 0.7994, 1.2812], [4.2683, -2.7979, 0.5751], [5.0525, -1.3754, 1.2735], [4.1737, -1.2406, 3.4951], [2.2604, -0.9171, 5.0054], [-0.0426, -1.0386, 4.1272], [-0.4210, -1.5136, 1.7377], [1.4969, -1.8695, 0.2303], [5.7087, -1.3448, -2.7177], [4.4049, -0.1731, -3.0621], [4.5025, -1.6976, -3.9791], [2.1650, 0.0598, -2.1451], [1.3715, 2.3625, -2.0665], [-0.5360, 0.7772, -0.3731], [-1.9189, -1.2833, -0.4439]],
  "atomic_forces_ev_per_a": [[0.271, 0.073, 0.332], [-0.548, -0.124, -0.110], [0.222, 0.417, 0.017], [0.170, -0.108, 0.023], [0.225, 0.288, 0.010], [-0.313, -0.423, 0.005], [0.535, 0.100, -0.025], [-0.531, -0.572, 0.003], [0.502, 0.802, 0.006], [-0.524, -0.643, 0.123], [-0.447, 1.084, -0.011], [0.016, -0.023, 0.032], [0.057, -0.022, 0.051], [0.322, -0.241, -0.069], [-0.224, 0.164, -0.154], [0.071, -0.278, -0.092], [-0.230, 0.870, -0.247], [0.088, -0.761, -0.687], [0.132, -0.423, 0.305], [-0.031, 0.025, 0.102], [0.035, -0.074, -0.136], [-0.030, 0.004, 0.101], [-0.054, 0.021, 0.093], [-0.033, -0.036, -0.039], [0.075, -0.040, 0.067], [0.615, 0.280, -0.472], [-0.473, -0.346, 0.623], [0.230, -0.056, 0.129], [-0.088, 0.219, 0.003], [-0.071, 0.082, -0.009], [0.272, 0.097, 0.097], [-0.197, 0.167, 0.015], [-0.204, -0.090, -0.017], [-0.121, 0.008, -0.017], [0.021, -0.086, -0.075], [-0.028, 0.076, -0.068], [0.115, -0.076, -0.082], [0.005, -0.050, 0.092], [-0.115, -0.028, -0.002], [0.020, -0.095, -0.094], [-0.079, -0.043, -0.014], [-0.039, 0.099, 0.009], [0.088, -0.013, -0.010], [0.241, -0.301, -0.035], [0.042, 0.059, 0.075], [0.079, -0.063, 0.098], [0.108, 0.140, 0.239], [-0.091, -0.056, -0.036], [0.124, 0.041, 0.025], [0.008, 0.024, 0.081], [-0.069, 0.020, 0.052], [-0.106, -0.009, -0.038], [-0.078, 0.016, -0.123], [0.160, -0.002, 0.082], [-0.053, 0.174, -0.023], [-0.126, -0.129, -0.090], [-0.083, 0.069, -0.057], [-0.076, -0.011, -0.042], [0.147, -0.069, 0.000], [0.066, -0.130, -0.011]],
  "nbo_charge": [-0.636, 0.100, -0.613, -0.515, 0.401, -0.342, -0.177, -0.057, 0.032, -0.233, -0.438, 0.670, -0.589, -0.162, -0.151, -0.245, 0.156, -0.686, -0.265, 0.048, -0.233, -0.206, -0.217, -0.187, -0.250, 2.317, -0.861, -0.940, -0.940, -0.238, -0.155, -0.186, -0.271, 0.214, 0.215, 0.217, 0.170, 0.219, 0.211, 0.214, 0.218, 0.207, 0.154, 0.377, 0.230, 0.217, 0.264, 0.200, 0.206, 0.213, 0.214, 0.215, 0.225, 0.247, 0.249, 0.252, 0.238, 0.225, 0.236, 0.224]
}

=====

3.
{
  "formula": "C5H11NO",
  "method": "the ωB97M-V functional and the def2-TZVPD basis",
  "de_lowest_kj_mol": 270.9,
  "largest_force_ev_per_a": 3.53,
  "charge": 0,
  "lumo_energy_ha": 0.037,
  "homo_energy_ev": -9.4,
  "elements": ["C", "C", "N", "C", "C", "C", "O", "H", "H", "H", "H", "H", "H", "H", "H", "H", "H", "H"],
  "xyz": [[1.5724, -0.5035, -1.5981], [0.6554, 0.5168, -0.9742], [0.0804, -0.0780, 0.2974], [-0.8891, -1.1449, 0.0399], [-0.7610, 1.1454, 0.8987], [-0.6493, 0.4733, 2.2232], [-1.5266, -0.1210, 2.7886], [1.2928, -1.5447, -1.5607], [1.6457, -0.2407, -2.6604], [2.6196, -0.4214, -1.3037], [1.1681, 1.3980, -0.6127], [-0.2159, 0.8293, -1.5431], [-1.9329, -0.8344, -0.1076], [-0.6045, -1.6608, -0.8744], [-1.0005, -1.8049, 0.8966], [-1.7556, 1.4432, 0.5788], [-0.0107, 1.9159, 0.7788], [0.3117, 0.6325, 2.7327]],
  "atomic_forces_ev_per_a": [[0.948, 0.997, -1.820], [-0.605, -1.677, 2.063], [-2.290, 2.507, -0.972], [-0.482, -0.338, -0.395], [2.656, -2.186, 0.493], [-0.369, 1.936, 1.529], [-0.428, -0.589, -0.170], [-0.377, -0.120, 0.274], [-0.118, -0.264, -0.131], [-0.191, 0.016, 0.637], [0.409, 0.148, -0.422], [0.156, -0.013, -0.793], [0.216, 0.544, -0.255], [0.040, -0.432, 0.272], [0.543, -0.312, -0.062], [-0.055, -0.616, -0.526], [-0.377, 0.637, 0.461], [0.322, -0.239, -0.184]],
  "nbo_charge": [-0.636, -0.212, -0.400, -0.449, -0.342, 0.437, -0.557, 0.219, 0.213, 0.220, 0.198, 0.176, 0.184, 0.199, 0.221, 0.212, 0.201, 0.116]
}